Record 1
# C34H26INNiO4P

A structure of composition C34H26INNiO4P (ωB97M-V with the def2-TZVPD basis set, the OMol25 dataset).

Computed properties:
HOMO level (spin up / spin down) = -7.6604 / -7.9664 eV
2S+1 = 2
ΔE to the lowest compared entry with this formula, charge and spin = 1.9912 eV
⟨S²⟩ = 0.764
orbital gap (spin up / spin down) = 0.267 / 0.277 Eh

Structure (XYZ):
```
68
C34H26INNiO4P, DFT ωB97M-V with the def2-TZVPD basis set
Ni -0.98 0.31 -0.87
I -2.69 2.15 -1.02
C -2.58 2.17 2.11
C -3.78 2.71 2.40
C -3.98 3.22 3.71
C -2.97 3.16 4.62
C -1.72 2.58 4.30
C -0.68 2.51 5.26
C 0.52 1.93 4.95
C 0.73 1.41 3.66
C -0.24 1.47 2.69
P 0.23 0.73 1.08
C 0.80 -0.90 1.68
C 2.12 -1.33 1.71
C 2.43 -2.59 2.21
C 1.42 -3.41 2.71
C 0.10 -2.97 2.69
C -0.21 -1.72 2.18
C 1.65 1.76 0.57
C 1.63 3.10 0.96
C 2.61 3.98 0.53
C 3.64 3.52 -0.29
C 3.66 2.20 -0.69
C 2.66 1.32 -0.27
C -1.49 2.06 2.99
H -4.57 2.76 1.66
H -4.93 3.66 3.97
H -3.12 3.55 5.62
H -0.86 2.91 6.25
H 1.30 1.87 5.69
H 1.68 0.95 3.44
H 2.92 -0.70 1.34
H 3.46 -2.92 2.22
H 1.67 -4.39 3.10
H -0.69 -3.61 3.07
H -1.24 -1.40 2.14
H 0.84 3.47 1.60
H 2.58 5.01 0.84
H 4.41 4.20 -0.62
H 4.44 1.83 -1.34
H 2.68 0.30 -0.63
O -1.99 -1.52 -0.36
N -1.66 -2.55 -1.10
C -0.48 -3.18 -0.93
C -0.14 -4.24 -1.75
C -1.00 -4.65 -2.75
C -2.21 -3.99 -2.90
C -2.52 -2.94 -2.07
H 0.14 -2.78 -0.15
H 0.83 -4.70 -1.60
H -0.73 -5.47 -3.40
H -2.92 -4.27 -3.67
H -3.42 -2.35 -2.12
O -1.57 -0.20 -2.82
C -0.68 -0.16 -3.88
C -1.12 0.28 -5.12
C -0.26 0.26 -6.20
C 1.04 -0.21 -6.05
C 1.46 -0.64 -4.80
C 0.62 -0.61 -3.69
C 1.21 -1.03 -2.36
O 2.24 -1.69 -2.34
O 0.61 -0.64 -1.28
H -2.31 0.42 -2.96
H -2.14 0.63 -5.23
H -0.61 0.61 -7.16
H 1.71 -0.23 -6.89
H 2.46 -1.01 -4.65
```


Record 2
# C34H27Cl2N8O2Sc

A structure of composition C34H27Cl2N8O2Sc (ωB97M-V with the def2-TZVPD basis set, the OMol25 dataset).

Computed properties:
HOMO level = -7.5456 eV
ΔE to the lowest compared entry with this formula, charge and spin = 0.0492 eV
orbital gap = 0.270 Eh

Structure (XYZ):
```
74
C34H27Cl2N8O2Sc, DFT ωB97M-V with the def2-TZVPD basis set
Sc -0.65 -0.80 -0.46
Cl -7.42 0.10 -1.74
C -5.70 0.06 -1.98
C -4.94 -0.71 -1.11
C -3.56 -0.77 -1.26
N -2.69 -1.51 -0.42
C -3.16 -2.52 0.33
O -4.31 -2.92 0.47
C -2.06 -3.25 1.07
C -2.38 -4.37 1.81
C -1.35 -5.04 2.46
C -0.06 -4.56 2.35
C 0.16 -3.42 1.59
N -0.82 -2.77 0.96
C -2.94 -0.04 -2.29
C -3.72 0.72 -3.16
C -5.10 0.77 -2.99
Cl -6.02 1.75 -4.09
N -1.53 -0.15 -2.36
C -0.87 0.13 -3.50
O -1.28 0.63 -4.54
C 0.59 -0.26 -3.42
C 1.41 -0.04 -4.51
C 2.73 -0.45 -4.44
C 3.18 -1.06 -3.28
C 2.29 -1.23 -2.23
N 1.02 -0.83 -2.29
H -5.42 -1.27 -0.33
H -3.41 -4.69 1.85
H -1.56 -5.93 3.04
H 0.77 -5.05 2.84
H 1.15 -3.00 1.49
H -3.26 1.27 -3.96
H 0.99 0.43 -5.38
H 3.40 -0.30 -5.28
H 4.20 -1.41 -3.18
H 2.61 -1.67 -1.30
C 0.24 4.70 -0.66
C -0.36 3.80 -1.72
N -0.58 2.49 -1.13
C -0.93 2.29 0.17
N -1.27 1.07 0.53
C -1.77 0.85 1.88
C -1.05 1.75 2.87
C -1.23 3.19 2.43
N -0.89 3.34 1.02
C -0.68 4.70 0.54
H 0.35 5.72 -1.05
H 1.22 4.33 -0.37
H 0.30 3.68 -2.57
H -1.30 4.22 -2.08
H -0.94 1.76 -1.74
H -1.62 -0.20 2.14
H -2.85 1.03 1.91
H 0.01 1.49 2.87
H -1.43 1.62 3.88
H -0.59 3.86 3.00
H -2.27 3.50 2.60
H -0.25 5.28 1.36
H -1.64 5.17 0.29
N 8.53 -1.45 4.06
C 7.50 -1.36 3.57
C 6.20 -1.23 2.95
C 5.71 -2.25 2.14
C 4.47 -2.12 1.55
C 3.69 -0.98 1.77
C 4.19 0.03 2.59
C 5.44 -0.09 3.18
C 2.40 -0.85 1.16
C 1.30 -0.72 0.63
H 6.31 -3.14 1.97
H 4.08 -2.92 0.92
H 3.59 0.92 2.76
H 5.82 0.70 3.81
```


Record 3
# C34H27ClN8O7PbSSe

A structure of composition C34H27ClN8O7PbSSe in a non-equilibrium geometry (ωB97M-V with the def2-TZVPD basis set, the OMol25 dataset).

Computed properties:
HOMO level = -2.5809 eV
ΔE to the lowest compared entry with this formula, charge and spin = 0.0000 eV
orbital gap = 0.219 Eh
net charge = -2

Structure (XYZ):
```
80
C34H27ClN8O7PbSSe, DFT ωB97M-V with the def2-TZVPD basis set
Pb -0.01 -0.46 -0.45
C -4.15 1.16 -0.62
O -3.62 2.47 -0.66
C -2.78 2.61 -1.78
C -3.19 3.45 -2.79
C -2.40 3.67 -3.91
C -1.23 2.97 -4.00
C -0.74 2.17 -2.94
C 0.59 1.57 -3.10
N 1.14 0.76 -2.30
N 2.49 0.42 -2.55
C 3.11 -0.06 -1.49
O 2.61 -0.33 -0.38
C 4.60 -0.29 -1.64
C 5.28 -0.28 -2.86
C 6.66 -0.50 -2.88
C 7.34 -0.74 -1.71
C 6.67 -0.63 -0.48
C 5.30 -0.38 -0.45
C -1.53 2.00 -1.79
O -1.11 1.36 -0.73
H -4.76 1.14 0.27
H -3.50 0.31 -0.66
H -4.85 1.04 -1.45
H -4.09 3.97 -2.60
H -2.64 4.41 -4.63
H -0.56 3.10 -4.84
H 1.13 1.88 -3.99
H 4.67 -0.11 -3.72
H 7.20 -0.49 -3.88
H 8.40 -0.84 -1.69
H 7.26 -0.68 0.43
H 4.75 -0.28 0.49
S 0.38 0.80 2.08
C -1.18 1.02 2.78
N -1.61 2.04 3.45
N -0.69 3.07 3.54
C -0.93 4.18 4.29
C -0.02 5.27 4.33
C -0.24 6.32 5.16
C -1.35 6.41 5.98
C -2.27 5.34 5.97
C -2.05 4.27 5.16
N -2.26 0.12 2.57
N -2.05 -0.78 1.74
C -3.10 -1.76 1.62
C -3.35 -2.39 0.39
C -4.43 -3.25 0.39
C -5.16 -3.56 1.52
C -4.87 -2.93 2.73
C -3.82 -2.02 2.81
H 0.15 2.92 2.99
H 0.89 5.22 3.75
H 0.48 7.14 5.16
H -1.42 7.19 6.71
H -3.15 5.34 6.58
H -2.78 3.49 5.03
H -2.84 -2.06 -0.55
H -4.69 -3.70 -0.58
H -6.02 -4.26 1.47
H -5.41 -3.22 3.66
H -3.57 -1.53 3.71
Se 0.84 -4.91 -3.00
N 1.53 -3.63 -2.05
C 2.51 -4.13 -1.32
C 3.26 -3.50 -0.32
C 4.25 -4.13 0.30
C 4.62 -5.51 -0.04
C 3.91 -6.21 -0.99
C 2.84 -5.53 -1.62
N 2.08 -6.13 -2.50
H 3.02 -2.50 -0.01
H 4.78 -3.65 1.11
H 5.48 -5.98 0.47
H 4.17 -7.20 -1.32
O -3.04 -3.41 -3.29
Cl -2.81 -1.99 -3.49
O -3.14 -1.62 -4.83
O -3.61 -1.32 -2.55
O -1.45 -1.71 -3.19
```


Record 4
# C34H27CoI2N4O2SSe

A structure of composition C34H27CoI2N4O2SSe in a non-equilibrium geometry (ωB97M-V with the def2-TZVPD basis set, the OMol25 dataset).

Computed properties:
HOMO level (spin up / spin down) = -7.8544 / -7.8577 eV
ΔE to the lowest compared entry with this formula, charge and spin = 0.3566 eV
orbital gap (spin up / spin down) = 0.253 / 0.258 Eh

Structure (XYZ):
```
72
C34H27CoI2N4O2SSe, DFT ωB97M-V with the def2-TZVPD basis set
Co -0.53 0.47 0.66
I -3.43 6.77 -1.46
C -2.19 5.12 -1.18
C -0.85 5.30 -0.85
C -0.04 4.20 -0.64
I 2.01 4.47 -0.40
C -0.55 2.90 -0.71
O 0.19 1.83 -0.43
C -1.86 2.74 -1.18
C -2.28 1.36 -1.59
N -2.18 0.38 -0.50
C -2.23 -1.01 -0.97
C -1.80 -1.93 0.13
C -2.20 -3.25 0.19
C -1.69 -4.07 1.18
C -0.79 -3.53 2.09
C -0.45 -2.19 1.99
N -0.94 -1.40 1.03
C -2.69 3.84 -1.38
H -0.44 6.30 -0.77
H -1.60 1.01 -2.37
H -3.29 1.37 -2.00
H -2.97 0.53 0.12
H -1.51 -1.10 -1.80
H -3.22 -1.28 -1.36
H -2.90 -3.63 -0.55
H -1.98 -5.10 1.24
H -0.36 -4.13 2.88
H 0.23 -1.73 2.69
H -3.70 3.70 -1.72
Se 1.49 0.40 1.93
C 1.56 2.13 2.50
N 1.62 3.23 2.87
C -1.78 1.10 2.13
C -1.45 1.06 3.56
C -0.99 2.18 4.25
C -0.71 2.13 5.60
C -0.90 0.94 6.30
C -1.39 -0.19 5.64
C -1.67 -0.12 4.29
C -0.62 0.87 7.71
N -0.39 0.82 8.83
H -1.93 2.11 1.74
H -2.65 0.47 1.95
H -0.82 3.11 3.71
H -0.33 3.00 6.11
H -1.56 -1.10 6.20
H -2.07 -0.99 3.79
O 1.97 -2.17 -0.13
S 2.25 -1.03 -1.05
C 3.74 -1.46 -1.96
C 4.42 -0.46 -2.63
C 5.57 -0.78 -3.34
C 6.02 -2.10 -3.36
C 5.33 -3.09 -2.67
C 4.18 -2.77 -1.97
C 1.11 -1.25 -2.43
C 0.80 -0.16 -3.23
C -0.08 -0.34 -4.29
C -0.66 -1.58 -4.52
C -0.35 -2.66 -3.69
C 0.54 -2.49 -2.64
H 4.07 0.57 -2.58
H 6.12 -0.01 -3.86
H 6.92 -2.35 -3.90
H 5.70 -4.11 -2.68
H 3.64 -3.52 -1.40
H 1.23 0.81 -3.01
H -0.33 0.50 -4.92
H -1.35 -1.71 -5.34
H -0.80 -3.62 -3.88
H 0.79 -3.31 -1.97
```


Record 5
# C34H27N8O4SeTi

A structure of composition C34H27N8O4SeTi in a non-equilibrium geometry (ωB97M-V with the def2-TZVPD basis set, the OMol25 dataset).

Computed properties:
HOMO level (spin up / spin down) = -6.6921 / -6.9954 eV
2S+1 = 2
⟨S²⟩ = 0.761
orbital gap (spin up / spin down) = 0.233 / 0.244 Eh

Structure (XYZ):
```
75
C34H27N8O4SeTi, DFT ωB97M-V with the def2-TZVPD basis set
Ti 1.40 4.71 18.69
C -0.25 5.62 23.94
N 0.39 4.98 22.79
C 0.11 4.87 21.48
N 1.18 4.41 20.81
C 2.06 4.15 21.85
N 1.71 4.51 23.06
C 0.43 6.96 24.37
C -0.20 7.85 25.30
C 0.46 8.97 25.71
C 1.70 9.39 25.20
C 2.28 8.46 24.28
C 1.70 7.27 23.92
C 3.52 8.83 23.63
N 4.17 9.95 23.71
N 5.42 9.76 23.03
C 5.48 8.51 22.67
O 4.21 7.85 22.90
C 6.57 7.75 22.04
C 7.87 8.20 22.12
C 8.89 7.46 21.53
C 8.63 6.33 20.82
C 7.29 5.96 20.68
C 6.98 4.85 19.69
N 5.65 4.98 19.07
C 4.56 4.23 19.26
N 3.46 4.93 18.91
C 3.95 6.17 18.62
N 5.25 6.30 18.74
C 6.27 6.63 21.36
H -0.26 4.93 24.80
H -1.29 5.78 23.57
H -0.82 5.17 20.90
H 3.04 3.79 21.60
H -1.19 7.63 25.70
H -0.03 9.71 26.38
H 2.29 10.27 25.49
H 2.34 6.67 23.29
H 8.12 9.17 22.61
H 9.96 7.73 21.63
H 9.43 5.78 20.35
H 7.10 3.87 20.11
H 7.71 4.82 18.87
H 4.51 3.18 19.62
H 3.31 7.00 18.36
H 5.26 6.16 21.22
O 1.15 5.62 16.82
C -0.25 5.93 16.52
C -1.09 5.60 17.79
O -2.34 5.59 17.71
O -0.40 5.50 18.91
C -0.28 7.45 16.28
C -1.49 8.12 16.01
C -1.45 9.46 15.57
C -0.27 10.19 15.55
C 0.93 9.53 15.86
C 0.95 8.14 16.07
C -0.81 5.17 15.20
C -0.05 5.27 14.01
C -0.41 4.46 12.88
C -1.44 3.56 12.97
C -2.27 3.66 14.09
C -2.00 4.49 15.14
H 1.50 5.07 16.07
H -2.44 7.66 16.17
H -2.42 9.95 15.29
H -0.29 11.28 15.34
H 1.82 10.11 15.89
H 1.91 7.60 16.04
H 0.79 5.92 13.92
H 0.24 4.56 12.02
H -1.55 2.79 12.19
H -3.19 3.15 14.10
H -2.81 4.59 15.95
Se 1.06 2.71 17.69
```


Record 6
# C34H28BaIN2O2PSbSe4

A structure of composition C34H28BaIN2O2PSbSe4 in a non-equilibrium geometry (ωB97M-V with the def2-TZVPD basis set, the OMol25 dataset).

Computed properties:
HOMO level = -4.7494 eV
ΔE to the lowest compared entry with this formula, charge and spin = 1.5119 eV
orbital gap = 0.230 Eh
net charge = -1

Structure (XYZ):
```
74
C34H28BaIN2O2PSbSe4, DFT ωB97M-V with the def2-TZVPD basis set
Ba -0.41 1.56 0.12
C -3.49 3.89 2.54
C -2.28 3.74 1.66
O -1.81 2.56 1.47
C -1.76 4.88 1.08
C -0.61 4.99 0.28
C -0.14 6.37 -0.11
N 0.07 3.96 -0.13
N 1.20 4.21 -0.82
C 1.90 3.17 -1.18
O 1.61 1.95 -0.92
C 3.13 3.53 -1.93
C 4.13 2.58 -2.16
C 5.26 2.92 -2.87
C 5.42 4.20 -3.37
C 4.44 5.15 -3.14
C 3.30 4.82 -2.43
H -3.51 3.09 3.28
H -4.40 3.82 1.94
H -3.49 4.85 3.05
H -2.27 5.81 1.32
H -0.82 7.13 0.24
H -0.04 6.42 -1.19
H 0.85 6.54 0.32
H 4.00 1.59 -1.75
H 6.02 2.17 -3.05
H 6.31 4.46 -3.93
H 4.56 6.16 -3.52
H 2.52 5.54 -2.25
I 2.13 -0.65 -1.97
C 2.41 -2.76 -1.98
C 3.41 -3.18 -2.83
C 3.77 -4.52 -2.93
C 3.10 -5.44 -2.18
C 2.05 -5.06 -1.33
C 1.36 -6.07 -0.62
C 0.32 -5.76 0.19
C -0.04 -4.42 0.36
C 0.62 -3.39 -0.27
P -0.04 -1.73 0.24
C -0.24 -1.94 2.04
C -1.16 -1.11 2.68
C -1.20 -1.01 4.06
C -0.32 -1.76 4.82
C 0.62 -2.57 4.20
C 0.67 -2.65 2.82
C -1.73 -1.95 -0.43
C -1.99 -1.36 -1.67
C -3.25 -1.47 -2.24
C -4.25 -2.18 -1.59
C -3.99 -2.77 -0.36
C -2.74 -2.65 0.22
C 1.68 -3.68 -1.18
H 3.94 -2.45 -3.42
H 4.58 -4.81 -3.59
H 3.35 -6.49 -2.24
H 1.69 -7.09 -0.76
H -0.23 -6.53 0.72
H -0.84 -4.20 1.05
H -1.85 -0.52 2.08
H -1.93 -0.38 4.54
H -0.35 -1.70 5.90
H 1.32 -3.14 4.79
H 1.42 -3.27 2.34
H -1.21 -0.83 -2.20
H -3.46 -0.99 -3.19
H -5.24 -2.26 -2.03
H -4.76 -3.32 0.16
H -2.58 -3.08 1.20
Se -5.62 1.16 4.56
Sb -4.82 -0.31 2.83
Se -5.98 -0.05 0.52
Se -4.47 -2.66 3.32
Se -3.82 0.94 0.81
```